Arrangement i

Computed, not measured: a single C5H5NOS molecule, with the ωB97M-V functional and the def2-TZVPD basis.

```
! wB97M-V def2-TZVPD RIJCOSX def2/J DEFGRID3
* xyz 0 1
N -0.84 2.26 0.49
C -0.30 1.53 -0.27
C 0.62 0.37 -0.80
C 1.68 -0.06 0.10
O 2.90 -0.08 -0.01
C 0.71 -0.93 0.86
C -0.16 -0.97 -0.35
S -2.07 -0.67 -0.10
H 1.24 0.30 -1.77
H 0.97 -2.04 1.15
H 0.20 -0.63 1.79
H 0.10 -1.79 -1.16
H -1.99 0.07 0.96
*
```

HOMO-LUMO gap ... 9.5 eV
Structure (SMILES) ... N#C[C@H]1C(=O)C[C@H]1S



Arrangement ii

Computed, not measured: a single C5H5NOS molecule, with the ωB97M-V functional and the def2-TZVPD basis.

```
! wB97M-V def2-TZVPD RIJCOSX def2/J DEFGRID3
* xyz 0 1
C 1.01 1.13 -0.06
C -0.37 1.58 0.12
C 1.61 -0.08 -0.05
C 0.82 -1.36 -0.09
C -1.36 0.79 -0.22
N -0.31 -1.47 -0.71
O -3.08 -0.57 0.97
S -2.78 0.06 -0.34
H 1.78 1.95 0.04
H -0.51 2.56 0.62
H 2.70 0.01 -0.15
H 1.24 -2.20 0.55
H -0.75 -2.41 -0.68
*
```

HOMO-LUMO gap ... 8.1 eV



Arrangement iii

Computed, not measured: a single C5H5NOS molecule, with the ωB97M-V functional and the def2-TZVPD basis.

```
! wB97M-V def2-TZVPD RIJCOSX def2/J DEFGRID3
* xyz 0 1
N 2.01 -2.27 -0.12
C 0.97 -1.67 -0.05
C -0.32 -1.06 0.23
C -0.07 0.01 1.35
O -0.19 -0.26 2.53
C -0.09 1.12 0.40
C -0.65 0.29 -0.67
S -0.14 0.81 -2.20
H -1.23 -1.85 0.15
H -0.70 1.96 0.57
H 1.00 1.45 0.21
H -1.75 0.50 -0.53
H 1.16 0.98 -1.87
*
```

HOMO-LUMO gap ... 9.6 eV
Structure (SMILES) ... N#C[C@H]1C(=O)C[C@H]1S



Here are the energies relative to the best structure, in kJ/mol: arrangement i 65.6; arrangement ii 157.8; arrangement iii 0.0.